8
Properties=species:S:1:pos:R:3:forces:R:3:lowdin_spin:R:1 method="wB97M-V/def2-TZVPD" spin_multiplicity=2 charge=-2 de_lowest_kj_mol=0.00 e_lumo_ev="7.582 / 7.484" homo_energy_ev="1.71 / 2.00"
P 2.2419 -0.4178 -1.6526 0.33 0.12 -1.13 0.844
F 1.8328 -0.0731 -3.3535 0.20 -0.17 0.88 0.132
H 0.7501 -0.5823 0.7261 -2.24 -0.37 -0.64 0.003
C -1.1961 -0.0976 0.8258 -0.25 1.48 -1.43 0.000
C -1.1125 1.2476 0.8235 -1.06 -0.39 2.20 0.001
O -0.1674 -1.0057 0.5976 2.15 -0.69 1.46 0.019
H -2.1410 -0.6357 0.6421 0.26 -0.04 -0.25 0.000
H -0.2078 1.5646 1.3910 0.60 0.04 -1.09 0.000